{"formula": "C25H28Cl5O2Os", "method": "ωB97M-V with the def2-TZVPD basis set", "species": ["Os", "Cl", "Cl", "Cl", "Cl", "Cl", "O", "O", "C", "C", "C", "C", "C", "C", "C", "C", "C", "C", "C", "C", "C", "C", "C", "C", "C", "C", "C", "C", "C", "C", "C", "C", "C", "H", "H", "H", "H", "H", "H", "H", "H", "H", "H", "H", "H", "H", "H", "H", "H", "H", "H", "H", "H", "H", "H", "H", "H", "H", "H", "H", "H"], "coordinates": [[0.35329, 0.30759, 0.05492], [-0.75813, -1.50518, -2.35240], [1.54766, -5.38024, 1.98751], [0.38027, -6.58618, -0.66959], [-0.86020, -4.63619, -2.83292], [1.30219, -2.36811, 2.56056], [-2.78559, 1.21562, -3.73941], [-2.54977, 4.40566, -4.53736], [-4.77907, 5.36026, -4.62677], [-2.94985, 5.48016, -6.40834], [-2.23805, -0.99470, 0.80045], [2.12402, 0.63997, -0.98562], [0.88303, -4.35998, 0.78830], [2.39302, -0.05621, 0.21631], [0.38374, -4.90173, -0.42084], [-1.48180, 1.20448, 0.74475], [-0.64105, 1.73160, -4.81564], [1.54498, 1.89192, -0.65359], [-1.33060, -0.83220, 1.86419], [-2.22937, 4.21975, -5.95944], [1.97707, 0.75798, 1.30419], [0.82826, -2.95731, 1.00338], [-0.76618, 2.61242, -3.54964], [-1.79745, 0.73093, -4.68797], [0.39535, -2.11224, -0.00362], [-0.13959, -4.02359, -1.40637], [-0.87600, 0.53069, 1.88245], [1.43619, 1.96228, 0.76003], [-3.30924, 5.58919, -4.90460], [-0.10389, -2.62875, -1.16400], [-2.08813, 2.17073, -2.89643], [-2.80025, 6.86827, -4.27043], [-2.32801, 0.22675, 0.08675], [-0.69189, 2.33215, -5.73296], [2.34557, 0.29210, -1.98565], [2.83412, -1.04398, 0.27931], [-1.37803, -0.20050, -4.25092], [1.04685, 2.80077, 1.32384], [-3.00985, 0.43428, -0.74604], [-2.75483, 3.02777, -2.70601], [1.29756, 2.67159, -1.36361], [-2.98936, 6.84286, -3.19549], [-1.47535, 2.27982, 0.56679], [-1.91455, 1.68950, -1.90613], [-1.12318, -1.55467, 2.65084], [-5.14060, 4.44478, -5.10515], [0.09423, 2.45809, -2.87903], [-1.73459, 7.01912, -4.46031], [-3.34452, 7.71982, -4.69662], [-2.65071, 3.27671, -6.33540], [0.31307, 1.19722, -4.80643], [2.05268, 0.49420, 2.35627], [-2.83983, -1.88344, 0.61158], [-3.80379, 5.31707, -7.06800], [-0.36644, 1.00444, 2.72342], [-2.24018, 6.23538, -6.77003], [-1.13949, 4.26603, -6.10633], [-5.36851, 6.20465, -4.99685], [-2.31036, 0.45908, -5.63140], [-0.84162, 3.67584, -3.79723], [-4.93357, 5.27424, -3.54977]], "atomic_forces_ev_per_a": [[-6.7, -5.9, -1.7], [0.4, -0.4, 0.4], [-0.1, -0.1, 0.0], [0.0, -0.1, -0.1], [0.1, 0.0, 0.0], [0.4, 0.1, -0.1], [1.6, 1.0, -0.4], [-0.2, 0.8, -1.4], [-0.1, 0.1, 0.1], [0.2, -0.3, 0.6], [-0.4, 0.7, -0.3], [1.6, 1.0, -1.6], [-0.3, 0.7, -0.5], [2.1, -0.6, 1.0], [-0.1, 1.2, 0.0], [-0.5, 0.0, 0.3], [-0.2, 0.2, 0.1], [1.9, 1.6, -0.9], [-0.8, 0.1, 1.1], [0.4, -0.5, 0.2], [2.4, 0.6, 1.7], [0.2, -1.2, -0.4], [-0.1, -0.1, 0.0], [-0.3, -1.0, 0.4], [-0.1, 2.0, 0.7], [0.2, 0.3, 0.8], [-0.3, 0.0, 0.0], [1.0, 1.1, 0.6], [-0.7, 0.9, -0.5], [-0.2, -1.0, -0.8], [-0.6, -0.3, 0.8], [-0.1, -0.1, 0.2], [-0.6, -0.2, 0.6], [0.0, -0.4, 0.4], [-0.1, 0.0, 0.1], [-0.1, 0.2, 0.0], [-0.3, 0.3, -0.5], [0.0, -0.1, -0.1], [0.5, -0.2, 0.3], [0.2, -0.4, -0.3], [-0.2, -0.1, 0.2], [0.1, 0.1, 0.0], [-0.3, -0.3, 0.2], [0.2, 0.1, -0.6], [0.0, 0.2, -0.4], [0.1, 0.1, 0.0], [-0.4, 0.0, -0.3], [-0.1, -0.1, 0.1], [0.1, -0.1, 0.1], [0.2, 0.2, 0.1], [-0.1, 0.0, -0.2], [0.0, 0.2, -0.4], [0.4, 0.2, -0.1], [0.2, 0.2, 0.0], [-0.3, -0.2, -0.4], [-0.5, -0.1, 0.0], [-0.3, -0.2, 0.0], [0.0, -0.1, 0.1], [0.3, 0.3, 0.5], [0.3, -0.4, 0.1], [-0.1, 0.0, 0.0]], "mulliken_charge": [0.585, -0.049, -0.161, -0.148, -0.170, -0.120, -0.464, -0.234, -1.695, -0.834, -0.444, -0.375, -0.105, -0.346, 0.333, -0.373, -0.668, -0.460, -1.036, -0.397, -0.629, 0.673, 0.503, -0.077, -1.031, 0.009, -0.534, -0.547, 1.389, 0.451, 1.182, -1.730, -0.577, 0.134, 0.510, 0.632, -0.150, 0.560, 0.490, 0.381, 0.739, 0.372, 0.624, -1.256, 0.843, 0.378, -0.662, 0.378, 0.407, 0.193, 0.450, 0.458, 0.533, 0.336, 0.626, 0.279, 0.317, 0.436, 0.404, 0.319, 0.352], "gap_ev": [7.0, 5.8], "spin_multiplicity": 5, "e_lumo_ev": [-3.01, -5.94], "charge": 1, "e_above_lowest_kj_mol": 40.2, "s_squared": 6.023}

***

{"formula": "C25H28Cl5O2Y", "method": "ωB97M-V with the def2-TZVPD basis set", "species": ["Y", "Cl", "Cl", "Cl", "Cl", "Cl", "O", "O", "C", "C", "C", "C", "C", "C", "C", "C", "C", "C", "C", "C", "C", "C", "C", "C", "C", "C", "C", "C", "C", "C", "C", "C", "C", "H", "H", "H", "H", "H", "H", "H", "H", "H", "H", "H", "H", "H", "H", "H", "H", "H", "H", "H", "H", "H", "H", "H", "H", "H", "H", "H", "H"], "coordinates": [[-0.13631, -0.72376, 2.27752], [2.84130, 3.73253, 6.79238], [3.47325, 3.65498, 3.64991], [0.08551, -0.97334, 6.11612], [1.11277, 1.40372, 8.04698], [1.67715, 1.63924, 1.75983], [0.72666, -0.55207, -3.46623], [0.31204, 1.24857, -1.88533], [1.83071, -2.12269, -4.86672], [1.42439, 1.45100, 6.35190], [0.81696, 0.74632, -4.17276], [1.25301, -2.70062, 2.91758], [-1.45854, 2.85897, -2.11012], [-2.32102, 0.48519, 3.57480], [0.62985, 0.18379, -5.55141], [-2.03377, 1.44038, -2.28533], [-2.73969, -0.23542, 1.42084], [-2.66746, -1.38054, 2.26427], [-2.40911, -0.93519, 3.60066], [0.15450, -3.18023, 2.14534], [0.30058, -2.67780, 0.80621], [-0.97812, 0.58888, -1.57677], [1.48631, -1.86033, 0.76123], [2.09774, -1.92506, 2.06042], [1.68074, 1.58300, 3.57510], [-2.52070, 0.92037, 2.24213], [2.38884, 2.53284, 4.36211], [2.19884, 2.50299, 5.77531], [0.87638, 0.44994, 5.50746], [0.63357, -1.17281, -4.80624], [0.94348, 0.56617, 4.13066], [0.05541, 2.65368, -1.81898], [-0.66884, -1.93439, -4.94023], [-1.13533, 0.49942, -0.46693], [-1.52439, -1.24585, -4.90100], [-0.73581, -2.60839, -4.07359], [0.75910, 3.15789, -2.49624], [-2.21174, 1.11898, 4.44668], [-0.35157, 0.45316, -5.93771], [1.37642, 0.49275, -6.27965], [0.01680, 1.43714, -3.93218], [-2.07948, 1.08910, -3.32384], [-1.63456, 3.57128, -2.93771], [-3.03378, -0.21911, 0.36794], [-2.63099, 1.95850, 1.93901], [0.31972, 2.95719, -0.79595], [-1.90916, 3.21264, -1.16720], [-3.03873, 1.34121, -1.89147], [-0.32517, -2.92452, -0.05227], [-0.63671, -3.83423, 2.53383], [1.86076, -2.81503, -5.72218], [2.79182, -1.59361, -4.81569], [1.47386, -2.97982, 3.95173], [1.73761, -2.73705, -3.95483], [-2.39126, -1.54602, 4.49719], [1.78307, 1.23203, -4.04422], [3.07938, -1.54904, 2.34213], [-2.87531, -2.40482, 1.97581], [1.89001, -1.35816, -0.12393], [-0.89657, -0.44404, -1.93020], [-0.74444, -2.52992, -5.86616]], "atomic_forces_ev_per_a": [[-1.6, 2.8, 1.1], [0.1, -0.1, -0.2], [-0.1, 0.2, 0.0], [0.0, 0.2, 0.4], [0.2, 0.0, -0.1], [0.1, 0.1, 0.8], [-0.2, 1.2, -2.4], [-1.9, -0.2, 1.6], [0.1, -0.2, 0.0], [-0.1, -0.2, -0.9], [0.0, 0.5, 0.2], [0.6, -0.6, -0.7], [0.1, 0.2, 0.5], [0.0, -0.5, -0.3], [0.0, -0.4, 0.2], [0.8, -0.3, -0.5], [0.2, 0.1, 0.5], [-0.2, 0.4, 0.3], [-0.2, 0.2, -0.6], [0.5, -0.3, -0.4], [0.7, -0.2, 0.3], [1.1, -0.1, 0.5], [0.2, -1.2, 0.5], [-0.5, -0.6, -0.3], [0.4, 0.6, 1.0], [0.1, -0.6, 0.0], [-0.7, -0.7, 0.3], [-0.7, -1.0, -0.8], [0.7, 1.2, 0.0], [0.4, -1.1, -0.3], [-0.1, -0.5, -0.8], [0.2, -0.4, 0.5], [-0.3, -0.2, 0.3], [0.2, 0.6, -0.7], [0.2, -0.2, 0.0], [-0.1, 0.0, -0.3], [-0.4, -0.1, 0.0], [0.2, -0.1, -0.2], [0.0, -0.3, -0.2], [0.2, -0.6, 0.0], [0.2, -0.1, 0.1], [0.1, 0.3, 0.0], [-0.1, -0.5, 0.5], [0.2, -0.1, 0.5], [0.2, -0.2, -0.1], [-0.2, 0.3, -0.2], [0.1, 0.4, -0.6], [-0.1, 0.0, 0.3], [0.1, 0.2, 0.4], [0.4, 0.4, -0.4], [-0.2, 0.4, 0.1], [-0.3, 0.0, 0.0], [-0.2, 0.3, -0.4], [0.2, 0.1, -0.3], [0.1, 0.0, -0.2], [0.0, 0.0, 0.4], [-0.4, 0.2, -0.1], [0.1, 0.2, 0.0], [-0.2, -0.2, 0.4], [0.0, 0.4, -0.2], [0.2, 0.3, 0.3]], "mulliken_charge": [0.560, -0.183, -0.203, -0.184, -0.184, -0.133, -0.277, -0.539, -1.514, 0.051, 0.155, -0.317, -0.513, -0.551, -1.138, -0.648, -0.407, -0.992, -0.511, -0.789, -0.271, 0.997, -0.608, -0.575, 0.273, -0.396, -0.072, 0.333, 0.376, 1.471, -0.341, -0.597, -1.519, -0.816, 0.317, 0.261, 0.259, 0.512, 0.305, 0.351, 0.021, 0.117, 0.308, 0.567, 0.462, 0.203, 0.319, 0.504, 0.506, 0.460, 0.374, 0.363, 0.512, 0.301, 0.551, 0.178, 0.501, 0.523, 0.563, 0.305, 0.418], "gap_ev": 9.0, "spin_multiplicity": 1, "e_lumo_ev": 0.39, "charge": 0}

***

{"formula": "C25H28F4N2O14S", "method": "ωB97M-V with the def2-TZVPD basis set", "species": ["S", "F", "F", "F", "F", "O", "O", "O", "O", "O", "O", "O", "O", "O", "O", "O", "O", "O", "O", "N", "N", "C", "C", "C", "C", "C", "C", "C", "C", "C", "C", "C", "C", "C", "C", "C", "C", "C", "C", "C", "C", "C", "C", "C", "C", "C", "H", "H", "H", "H", "H", "H", "H", "H", "H", "H", "H", "H", "H", "H", "H", "H", "H", "H", "H", "H", "H", "H", "H", "H", "H", "H", "H", "H"], "coordinates": [[0.43396, -0.23803, -2.74452], [0.65883, 5.43565, 1.23605], [-6.17626, -0.43266, -1.77324], [-5.87252, 5.80881, -3.39738], [8.42265, 2.43164, 2.47729], [0.06120, 1.46795, 3.13700], [-4.58785, -0.01639, 1.22111], [-0.98647, -0.90773, -2.82781], [-0.12255, 2.12325, 0.95349], [-6.31377, 0.77213, 2.49794], [-2.22913, 4.91458, -1.02262], [8.22946, 1.04409, 0.73015], [-3.82816, 5.56193, -2.51719], [-6.59234, 0.40116, 0.26311], [0.60549, 3.59361, 2.50851], [0.24116, 1.27487, -3.00845], [6.53830, -0.24344, 1.49977], [-4.29046, 3.92373, -1.02969], [7.60423, -0.81173, -0.44233], [-0.50134, -4.40884, -0.15482], [-0.72151, -1.20135, 0.75311], [0.21742, -1.72011, -0.29917], [5.08826, -2.29620, -0.77549], [-1.42446, -3.86618, 0.89965], [-5.87121, 0.41400, 1.41917], [4.12269, -3.06998, -1.88442], [-5.63492, 0.28727, -0.76512], [-3.52989, -2.99070, 3.34219], [-3.35391, 4.81178, -1.48325], [0.17014, 2.32377, 2.27470], [2.89745, -3.79855, -1.06125], [0.32324, -3.28735, -0.72104], [7.52480, 1.78649, 1.69927], [0.92764, 4.11074, 1.23741], [0.00693, 3.38045, 0.32053], [-2.39042, -4.96804, 1.68900], [-4.51737, -0.45847, -0.11962], [-5.48502, 4.21156, -1.72836], [1.45211, -3.70201, -1.87703], [7.47154, -0.06765, 0.51507], [1.21230, -0.61486, -1.05161], [-1.53064, -2.31096, 1.36324], [-3.43544, -4.56723, 2.88788], [-4.98494, 4.88826, -2.95868], [-2.58290, -1.88823, 2.58184], [6.79926, 0.74297, 2.47795], [-4.72421, 4.20379, -3.77295], [5.86946, 1.11970, 2.91260], [7.41011, 0.30923, 3.27677], [3.17186, -4.91737, -0.75682], [-2.63776, -0.74675, 2.91110], [2.30699, -1.01228, -1.19314], [-2.30214, -6.10953, 1.38859], [-4.65826, -1.54406, -0.15166], [2.73939, -3.22498, -0.02955], [0.42132, 3.27208, -0.68541], [-4.22590, -2.61006, 4.21119], [1.99054, 3.94556, 1.03130], [6.19779, -2.18904, -1.16787], [-6.03816, 3.29563, -1.95308], [1.19184, -4.81314, -2.22777], [-4.08422, -5.40501, 3.38390], [1.47915, -2.96002, -2.78416], [5.08971, -2.87649, 0.26172], [4.72213, -1.18988, -0.54197], [3.76228, -2.28630, -2.67547], [-0.97855, 3.85226, 0.24565], [-6.11690, 4.86192, -1.11424], [6.87119, 2.51219, 1.20361], [1.30964, -0.84079, -3.70417], [-5.36032, 1.28470, -1.12464], [1.31157, 0.36688, -0.38109], [-3.54670, -0.21752, -0.56136], [4.78255, -3.92474, -2.34345]], "atomic_forces_ev_per_a": [[-6.3, 2.6, -0.6], [0.2, 0.2, 0.0], [-0.2, 0.1, -0.3], [-0.1, 0.0, -0.2], [0.1, 0.3, 0.0], [0.2, 2.0, -2.0], [-1.2, 0.6, 0.3], [5.5, 1.2, 0.4], [0.5, -0.3, 1.2], [1.0, -0.9, -2.6], [-2.8, -0.1, -1.1], [-0.8, -0.5, -0.1], [0.3, -0.9, 0.6], [0.6, 0.3, 0.4], [0.1, -0.8, -0.3], [2.0, -4.5, 0.9], [0.6, 0.0, -1.0], [1.0, 0.5, -0.3], [0.0, 2.0, 2.5], [0.4, 7.2, 1.2], [1.5, -5.9, -2.6], [-1.9, -1.2, 2.0], [0.2, 0.1, -0.2], [-0.9, -0.3, 1.2], [-0.7, 0.7, 3.1], [0.8, -0.4, 1.7], [-0.4, -0.3, -0.6], [3.3, 0.2, -3.3], [2.7, 0.2, 1.3], [-0.7, -2.5, 2.0], [-0.3, 0.9, 0.2], [-1.6, -0.4, 0.8], [0.6, 0.6, 0.3], [-0.1, 0.8, 0.0], [-0.4, 0.2, -1.2], [-1.2, 2.5, 1.9], [1.3, -0.5, -0.4], [-1.0, -0.6, 0.4], [-0.5, -1.3, 1.8], [0.3, -2.2, -2.3], [-0.1, -0.7, 1.8], [-0.5, -0.4, 0.4], [3.2, 2.4, -2.9], [-0.4, 0.6, -0.6], [-0.8, -3.5, 0.1], [-0.8, -0.1, 1.1], [-0.1, 0.2, 0.0], [0.1, -0.2, -0.2], [0.1, 0.2, -0.1], [-0.7, 2.5, -0.9], [0.2, -2.8, -0.9], [-2.2, 0.5, 0.0], [-0.1, 2.8, 0.6], [-0.2, 0.1, -0.1], [0.4, -1.2, -2.2], [-0.1, -0.2, 0.1], [1.5, -1.0, -2.0], [0.0, 0.2, 0.1], [-2.6, -0.4, 0.9], [0.2, 0.1, 0.1], [0.3, 2.7, 0.5], [1.4, 1.9, -1.1], [-0.1, -1.5, 1.9], [0.1, 1.1, -2.3], [0.6, -2.3, -0.5], [0.6, -1.7, 1.3], [0.4, 0.1, 0.1], [0.1, 0.1, -0.3], [0.2, 0.1, 0.1], [-0.8, 0.7, 1.1], [-0.1, -0.1, -0.1], [-0.7, -2.0, -1.8], [-0.1, 0.0, 0.2], [-1.4, 1.9, 0.4]], "mulliken_charge": [0.757, -0.293, -0.316, -0.301, -0.290, -0.549, -0.139, -0.550, -0.147, -0.571, -0.555, -0.293, -0.304, -0.308, -0.347, -0.610, -0.279, -0.252, -0.516, -0.585, 0.027, -0.041, -0.864, 0.433, 0.562, -0.255, 0.937, -0.417, 0.584, 0.549, -0.616, 0.505, 0.317, 0.298, -0.175, -0.411, -0.357, -0.322, -0.427, 0.632, 0.160, 0.116, -0.385, 0.250, -0.384, -0.417, 0.304, 0.262, 0.275, 0.349, 0.276, -0.248, 0.289, 0.201, 0.257, 0.293, 0.328, 0.286, 0.401, 0.270, 0.390, 0.307, 0.061, 0.227, 0.113, 0.185, 0.155, 0.267, 0.282, 0.208, -0.210, 0.077, 0.186, 0.360], "gap_ev": 7.1, "spin_multiplicity": 1, "e_lumo_ev": -1.27, "charge": 0, "e_above_lowest_kj_mol": 1381.4}

***

Computed values of electronic energy (unit: hartree) for the preceding records, in sequence: -3511.0070 -3459.1421 -2929.4625.
Computed values of largest force on an atom (unit: eV/A) for the preceding records, in sequence: 9.09 3.43 7.29.